1:
The following is a DFT calculation (ωB97M-V with the def2-TZVPD basis set) of a 2-piece molecular cluster, C2H5O2S overall.

Geometry as XYZ:
```
10
C2H5O2S (ωB97M-V with the def2-TZVPD basis set)
C -0.09 -1.28 -0.95
S 1.40 -0.41 -1.57
H -0.66 -0.70 -0.22
H -0.73 -1.78 -1.67
H 0.38 -2.00 -0.27
O -1.30 1.65 2.77
C -0.41 1.59 1.91
O 0.13 0.76 1.13
H 0.17 2.56 1.75
H 1.12 -0.39 -2.88
```

Output
charge: -1
HOMO level: -0.13094 hartree
HOMO-LUMO gap: 6.830 eV

***

2:
The following is a DFT calculation (ωB97M-V with the def2-TZVPD basis set) of a 2-piece molecular cluster, C2H5O2S overall.

Geometry as XYZ:
```
10
C2H5O2S (ωB97M-V with the def2-TZVPD basis set)
C -0.42 2.56 0.36
C 0.31 -1.68 -0.85
O -2.60 2.39 -1.11
O -0.42 2.73 -2.32
S -1.17 2.08 -1.21
H -0.82 2.14 1.27
H 0.62 2.45 0.45
H -0.09 -0.69 -1.04
H -0.26 -2.62 -0.90
H 1.39 -1.93 -0.57
```

Output
charge: -1
HOMO level (spin up / spin down): -0.11885 / -0.09923 hartree
HOMO-LUMO gap (spin up / spin down): 7.095 / 5.763 eV

***

List of relative energies, unit kJ/mol: 1 0.0; 2 405.7

***

1:
The following is a DFT calculation (ωB97M-V with the def2-TZVPD basis set) of a 12-piece molecular cluster, C36H90N6O12 overall.

Geometry as XYZ:
```
144
C36H90N6O12 (ωB97M-V with the def2-TZVPD basis set)
C -2.54 4.88 -0.49
C -1.14 4.30 -0.69
C -0.20 4.44 0.49
C 0.53 5.77 0.63
C 1.79 5.98 -0.24
C 2.84 4.93 0.11
H -3.11 4.32 0.26
H -3.09 4.69 -1.41
H -2.58 5.93 -0.22
H -1.28 3.25 -0.98
H -0.67 4.76 -1.57
H 0.46 3.58 0.66
H -0.81 4.33 1.39
H -0.20 6.57 0.50
H 0.79 5.98 1.67
H 1.54 5.95 -1.30
H 2.19 6.98 -0.09
H 2.92 4.75 1.18
H 2.71 4.00 -0.43
H 3.84 5.30 -0.15
C 3.71 1.25 2.44
C 4.43 2.36 3.21
C 4.09 2.57 4.65
C 4.97 3.65 5.32
C 5.03 3.68 6.85
C 5.91 4.81 7.30
H 2.62 1.34 2.51
H 3.90 0.31 2.97
H 4.01 1.17 1.40
H 5.49 2.13 3.06
H 4.12 3.24 2.63
H 4.20 1.68 5.28
H 3.04 2.83 4.79
H 5.98 3.57 4.90
H 4.72 4.64 4.92
H 4.03 3.78 7.27
H 5.49 2.74 7.19
H 5.81 5.01 8.37
H 6.99 4.72 7.14
H 5.69 5.78 6.82
C 1.52 1.46 -7.34
C 2.96 1.00 -7.33
C 3.80 1.59 -6.19
C 3.39 1.15 -4.76
C 2.96 2.36 -3.91
C 2.56 1.98 -2.50
H 0.99 1.19 -8.26
H 1.36 2.53 -7.23
H 0.95 0.98 -6.53
H 3.05 -0.09 -7.36
H 3.34 1.22 -8.34
H 3.93 2.66 -6.32
H 4.77 1.12 -6.35
H 2.63 0.37 -4.81
H 4.28 0.77 -4.23
H 3.72 3.14 -3.95
H 2.10 2.76 -4.46
H 2.12 0.99 -2.47
H 3.50 1.99 -1.94
H 1.94 2.74 -2.02
C -0.49 -5.55 2.65
C -1.13 -6.90 2.34
O -1.59 -6.94 0.98
O -1.46 -4.58 2.92
H 0.14 -5.27 1.79
H 0.22 -5.68 3.47
H -1.97 -7.13 3.00
H -0.40 -7.69 2.58
H -0.83 -7.21 0.45
H -1.76 -4.14 2.09
C -0.52 -0.46 -0.38
C -0.68 0.45 0.80
O -1.80 0.08 1.59
O -0.32 -1.81 0.00
H 0.25 -0.15 -1.09
H -1.47 -0.37 -0.93
H -0.82 1.48 0.47
H 0.20 0.36 1.44
H -2.58 0.39 1.11
H -1.08 -2.07 0.56
C -4.82 -1.27 2.44
C -5.27 -2.65 2.98
O -6.48 -3.11 2.38
O -5.67 -0.25 2.96
H -4.73 -1.20 1.35
H -3.85 -1.08 2.89
H -5.43 -2.62 4.06
H -4.44 -3.33 2.79
H -7.12 -2.42 2.53
H -6.59 -0.36 2.69
O -2.79 -0.36 -4.55
C -1.58 -0.42 -4.63
N -0.89 -1.37 -5.31
C -0.71 0.67 -4.01
H 0.11 -1.36 -5.36
H -1.45 -2.10 -5.72
H -0.35 1.24 -4.88
H 0.17 0.43 -3.42
H -1.29 1.44 -3.52
O -3.55 0.86 -0.49
C -4.71 1.05 -0.84
N -5.74 0.98 0.02
C -4.99 1.37 -2.28
H -5.53 0.72 0.97
H -6.64 1.40 -0.14
H -4.25 0.96 -2.95
H -5.20 2.42 -2.47
H -5.91 0.88 -2.64
O 0.43 -2.28 5.15
C -0.21 -1.47 4.50
N -1.22 -1.80 3.68
C 0.20 0.00 4.46
H -1.46 -2.79 3.65
H -1.67 -1.12 3.07
H 0.99 0.26 5.15
H -0.70 0.59 4.66
H 0.56 0.28 3.48
O -2.28 -3.25 0.68
C -3.01 -3.66 -0.24
N -3.18 -4.96 -0.45
C -3.49 -2.66 -1.27
H -3.53 -5.35 -1.30
H -2.75 -5.61 0.20
H -2.72 -2.00 -1.63
H -4.23 -2.08 -0.71
H -4.08 -3.07 -2.10
O 2.43 -5.65 1.22
C 1.92 -4.60 0.85
N 1.05 -4.56 -0.20
C 2.30 -3.28 1.52
H 0.41 -3.79 -0.31
H 0.93 -5.49 -0.56
H 2.97 -3.45 2.36
H 1.44 -2.69 1.83
H 2.89 -2.68 0.82
O -0.40 -6.12 -2.37
C -0.81 -5.35 -3.22
N -0.56 -5.51 -4.54
C -1.63 -4.12 -2.85
H -0.18 -6.41 -4.79
H -1.10 -4.99 -5.20
H -1.48 -3.28 -3.52
H -1.47 -3.78 -1.83
H -2.66 -4.47 -2.95
```

Output
SMILES: CC(N)=O.CC(N)=O.CC(N)=O.CC(N)=O.CC(N)=O.CC(N)=O.CCCCCC.CCCCCC.CCCCCC.OCCO.OCCO.OCCO
HOMO level: -0.31472 hartree
HOMO-LUMO gap: 8.595 eV

***

2:
The following is a DFT calculation (ωB97M-V with the def2-TZVPD basis set) of a 6-piece molecular cluster, C36H90N6O12 overall.

Geometry as XYZ:
```
144
C36H90N6O12 (ωB97M-V with the def2-TZVPD basis set)
C 6.53 12.22 0.10
O 6.44 13.50 0.69
C 7.67 13.91 1.39
C 8.93 14.51 0.62
N 9.86 13.50 0.16
C 11.00 13.08 0.99
C 11.82 14.25 1.72
O 13.12 13.86 2.27
C 14.17 13.89 1.24
H 5.59 11.98 -0.40
H 6.71 11.40 0.80
H 7.38 12.26 -0.57
H 8.10 13.16 2.06
H 7.41 14.72 2.06
H 9.26 15.47 1.03
H 8.50 14.92 -0.30
H 10.08 13.57 -0.83
H 11.51 12.36 0.36
H 10.49 12.48 1.74
H 11.29 14.88 2.43
H 12.01 14.83 0.82
H 15.09 13.55 1.71
H 14.28 14.89 0.82
H 14.21 13.12 0.47
C -8.27 9.25 -11.60
O -8.65 8.52 -10.40
C -8.59 7.14 -10.39
C -7.57 6.62 -9.39
N -8.14 6.75 -8.03
C -7.25 6.15 -7.05
C -7.25 6.85 -5.67
O -6.93 8.28 -5.65
C -5.52 8.39 -6.03
H -9.00 8.98 -12.35
H -7.24 9.10 -11.91
H -8.58 10.25 -11.28
H -8.17 6.88 -11.36
H -9.53 6.63 -10.20
H -6.76 7.35 -9.29
H -7.25 5.60 -9.61
H -8.44 7.66 -7.72
H -6.24 5.98 -7.43
H -7.48 5.11 -6.85
H -6.68 6.30 -4.92
H -8.25 6.73 -5.26
H -5.15 8.04 -6.99
H -4.89 7.79 -5.38
H -5.17 9.42 -5.91
C -5.21 0.88 1.37
O -5.15 -0.42 2.01
C -4.41 -1.48 1.38
C -2.94 -1.16 0.87
N -2.92 -0.17 -0.21
C -1.55 -0.03 -0.60
C -1.33 1.03 -1.67
O -1.79 2.28 -1.18
C -1.07 2.85 -0.02
H -5.51 0.83 0.33
H -4.26 1.42 1.30
H -5.99 1.61 1.58
H -4.99 -1.83 0.53
H -4.34 -2.30 2.10
H -2.49 -2.03 0.38
H -2.26 -0.88 1.68
H -3.45 0.67 -0.03
H -1.07 -0.93 -0.99
H -1.02 0.24 0.31
H -1.94 0.91 -2.57
H -0.33 1.29 -2.01
H -0.02 2.96 -0.32
H -1.13 2.47 1.00
H -1.38 3.89 0.08
C 4.47 -3.56 10.91
O 4.66 -3.05 9.58
C 5.14 -3.93 8.62
C 4.88 -3.48 7.16
N 3.45 -3.29 6.98
C 2.54 -4.43 7.19
C 2.25 -5.12 5.90
O 1.39 -6.17 6.12
C 1.16 -6.91 4.92
H 4.36 -2.76 11.64
H 5.33 -4.12 11.26
H 3.62 -4.25 10.85
H 4.81 -4.97 8.72
H 6.20 -3.98 8.85
H 5.36 -4.11 6.40
H 5.38 -2.54 6.93
H 3.06 -2.52 7.50
H 1.65 -3.81 7.35
H 2.81 -5.10 8.01
H 3.28 -5.40 5.68
H 1.96 -4.37 5.16
H 0.46 -7.68 5.25
H 2.07 -7.36 4.53
H 0.81 -6.19 4.18
C -12.05 -3.88 4.90
O -12.50 -5.07 5.47
C -12.14 -6.21 4.78
C -11.96 -7.46 5.69
N -11.57 -7.14 7.06
C -10.10 -7.30 7.21
C -9.79 -7.70 8.66
O -8.48 -8.27 8.74
C -7.44 -7.33 9.00
H -12.05 -3.20 5.76
H -12.58 -3.58 3.99
H -11.01 -3.98 4.59
H -11.19 -6.18 4.24
H -12.95 -6.35 4.06
H -11.57 -8.34 5.18
H -12.92 -7.96 5.85
H -11.70 -6.14 7.00
H -9.67 -6.34 6.93
H -9.61 -8.05 6.58
H -10.48 -8.38 9.16
H -9.99 -6.79 9.23
H -6.78 -7.27 8.14
H -6.77 -7.57 9.83
H -7.83 -6.32 9.11
C 7.48 -9.83 -10.71
O 7.46 -10.65 -9.56
C 8.72 -10.85 -8.92
C 8.48 -11.95 -7.87
N 7.40 -11.66 -6.89
C 7.72 -11.35 -5.48
C 6.53 -10.81 -4.55
O 6.27 -9.38 -4.57
C 5.12 -8.84 -3.95
H 8.25 -9.06 -10.75
H 6.50 -9.37 -10.71
H 7.57 -10.47 -11.59
H 8.99 -9.88 -8.52
H 9.51 -11.17 -9.60
H 9.43 -12.06 -7.35
H 8.33 -12.81 -8.52
H 6.86 -10.86 -7.17
H 8.42 -10.52 -5.56
H 8.20 -12.22 -5.03
H 6.75 -11.10 -3.53
H 5.61 -11.31 -4.86
H 5.06 -7.75 -3.95
H 5.21 -9.09 -2.89
H 4.21 -9.29 -4.34
```

Output
SMILES: COCCNCCOC.COCCNCCOC.COCCNCCOC.COCCNCCOC.COCCNCCOC.COCCNCCOC
HOMO level: -0.30773 hartree
HOMO-LUMO gap: 9.146 eV

***

3:
The following is a DFT calculation (ωB97M-V with the def2-TZVPD basis set) of a 6-piece molecular cluster, C36H90N6O12 overall.

Geometry as XYZ:
```
144
C36H90N6O12 (ωB97M-V with the def2-TZVPD basis set)
C 3.22 -0.65 1.72
O 1.83 -0.52 1.21
C 1.36 -1.86 0.71
C -0.04 -1.79 0.20
N -0.13 -1.07 -1.11
C -1.52 -1.08 -1.58
C -2.41 -0.15 -0.73
O -3.76 0.11 -1.33
C -4.47 1.02 -0.63
H 3.34 0.24 2.34
H 3.96 -0.74 0.93
H 3.30 -1.45 2.46
H 1.43 -2.57 1.53
H 1.98 -2.25 -0.09
H -0.72 -1.44 0.98
H -0.34 -2.80 -0.07
H 0.21 -0.13 -1.03
H -2.06 -2.02 -1.67
H -1.58 -0.87 -2.65
H -1.92 0.76 -0.38
H -2.57 -0.52 0.28
H -4.10 2.04 -0.51
H -4.72 0.60 0.34
H -5.45 1.12 -1.10
C 10.72 -4.29 8.37
O 9.82 -4.33 7.19
C 9.80 -5.58 6.49
C 8.71 -5.76 5.40
N 9.03 -5.18 4.08
C 8.93 -3.73 4.19
C 7.63 -2.95 4.58
O 6.55 -3.43 3.83
C 5.34 -2.75 4.21
H 10.62 -3.29 8.80
H 11.78 -4.41 8.15
H 10.49 -5.01 9.15
H 9.62 -6.35 7.24
H 10.75 -5.91 6.07
H 7.69 -5.53 5.72
H 8.63 -6.84 5.28
H 8.44 -5.48 3.32
H 9.11 -3.43 3.16
H 9.69 -3.38 4.88
H 7.72 -1.86 4.50
H 7.49 -3.19 5.63
H 5.22 -2.91 5.28
H 4.48 -3.18 3.70
H 5.55 -1.75 3.85
C -7.19 3.77 -0.69
O -7.96 4.89 -0.47
C -9.20 4.79 -1.17
C -8.90 5.04 -2.64
N -8.53 3.91 -3.43
C -8.60 4.32 -4.85
C -8.55 3.30 -5.86
O -9.82 2.68 -6.07
C -9.85 1.69 -7.11
H -6.56 4.08 -1.53
H -7.63 2.80 -0.91
H -6.50 3.69 0.15
H -9.95 5.39 -0.66
H -9.58 3.77 -1.16
H -8.04 5.72 -2.68
H -9.76 5.57 -3.04
H -9.14 3.12 -3.27
H -7.66 4.85 -5.02
H -9.54 4.84 -5.04
H -8.01 2.53 -5.31
H -8.04 3.77 -6.70
H -8.86 1.37 -7.44
H -10.32 2.15 -7.97
H -10.39 0.85 -6.66
C -0.19 0.77 3.49
O -0.81 -0.28 4.33
C -0.02 -1.49 4.37
C -0.93 -2.72 4.75
N -0.22 -3.69 5.56
C 0.82 -4.53 5.00
C 0.33 -5.76 4.21
O -0.20 -5.40 2.88
C -0.90 -6.37 2.26
H 0.82 1.10 3.72
H -0.88 1.61 3.39
H -0.08 0.31 2.51
H 0.78 -1.23 5.08
H 0.39 -1.68 3.38
H -1.45 -3.11 3.87
H -1.70 -2.28 5.39
H -0.25 -3.38 6.52
H 1.38 -4.86 5.87
H 1.66 -4.03 4.53
H -0.34 -6.40 4.77
H 1.12 -6.41 3.84
H -1.81 -6.67 2.79
H -0.35 -7.28 2.03
H -1.23 -5.98 1.29
C -7.83 -4.72 -4.80
O -8.00 -3.51 -5.48
C -6.78 -2.92 -6.00
C -6.12 -2.15 -4.83
N -4.98 -1.49 -5.38
C -4.04 -0.67 -4.63
C -3.56 0.33 -5.69
O -3.84 1.63 -5.28
C -5.11 2.17 -5.01
H -6.93 -4.78 -4.19
H -7.95 -5.42 -5.64
H -8.68 -4.88 -4.14
H -7.21 -2.30 -6.78
H -6.04 -3.66 -6.31
H -5.74 -2.87 -4.10
H -6.74 -1.48 -4.24
H -5.18 -1.09 -6.29
H -3.40 -1.24 -3.95
H -4.51 -0.12 -3.82
H -4.07 0.24 -6.65
H -2.49 0.23 -5.88
H -5.02 3.25 -4.85
H -5.72 1.67 -4.26
H -5.75 2.17 -5.90
C 3.55 2.90 0.18
O 4.92 3.33 0.40
C 5.06 4.76 0.28
C 6.52 5.29 0.33
N 6.68 6.72 0.56
C 8.06 7.22 0.29
C 8.73 6.90 -1.08
O 7.92 7.57 -2.08
C 8.51 7.65 -3.40
H 3.55 1.82 0.34
H 3.18 3.10 -0.83
H 2.97 3.20 1.04
H 4.51 5.25 1.08
H 4.57 5.03 -0.66
H 6.88 4.92 -0.63
H 6.95 4.79 1.19
H 6.08 7.34 0.04
H 8.70 6.78 1.06
H 8.04 8.29 0.45
H 8.73 5.87 -1.43
H 9.73 7.33 -1.01
H 9.41 8.26 -3.48
H 7.67 8.06 -3.96
H 8.74 6.67 -3.81
```

Output
SMILES: COCCNCCOC.COCCNCCOC.COCCNCCOC.COCCNCCOC.COCCNCCOC.COCCNCCOC
HOMO level: -0.30435 hartree
HOMO-LUMO gap: 8.930 eV

***

List of relative energies, unit kJ/mol: 1 0.0; 2 1818.4; 3 1652.6